Entry 1:
Formula: C7H7BrF2O2
Source: OMol25
Level of theory: the ωB97M-V functional and the def2-TZVPD basis

Geometry as XYZ:
```
19
Properties=species:S:1:pos:R:3:mulliken_charge:R:1
C -0.42910 1.94162 -0.15620 -1.522
C 0.49780 0.75326 -0.35953 1.131
O 1.30777 0.77978 -1.54513 -0.576
C -0.29113 -0.50816 -0.25445 -0.191
C -0.06473 -1.84360 -0.61269 -0.440
C -1.16803 -2.55757 -0.09092 -0.646
C -2.00317 -1.65246 0.44193 -0.456
O -1.49153 -0.45981 0.36435 -0.292
C 1.51206 0.76285 0.81939 0.515
F 2.02486 2.01824 1.20198 -0.269
F 0.95447 0.33436 1.90232 -0.235
Br 3.04441 -0.32782 0.51242 -0.116
H -1.13861 1.54048 0.65659 0.389
H 0.06123 2.85885 0.13254 0.419
H -0.96757 2.08785 -1.13804 0.335
H 1.53571 1.82404 -1.71233 0.393
H 0.74826 -2.18440 -1.12364 0.640
H -1.19808 -3.55232 -0.10844 0.571
H -2.93461 -1.81520 1.06984 0.351
```

Properties
E   -3195.09941 Eh
E_LUMO   0.024 Ha
E_HOMO   -8.973 eV
Molar mass   241.03 g mol⁻¹
Frontier orbital gap   9.62 eV
SMILES   C[C@](O)(c1ccco1)C(F)(F)Br
ΔE to the lowest compared entry with this formula, charge and spin   0.0 kcal/mol

Entry 2:
Formula: C4H8N4
Source: OMol25
Level of theory: the ωB97M-V functional and the def2-TZVPD basis

Geometry as XYZ:
```
16
Properties=species:S:1:pos:R:3:mulliken_charge:R:1
H -0.72505 -2.20527 -0.37367 0.304
N -0.73743 -1.65969 0.47293 -0.723
C -0.56320 -0.43219 0.19984 0.533
C -0.85299 0.66649 1.33553 0.329
N -0.45024 0.14298 2.52380 -0.453
N -1.00453 1.84693 0.98313 -0.750
H -1.43779 1.77959 0.03439 0.328
N -0.24291 0.13886 -1.12353 -0.305
C 0.73893 -0.65027 -1.91208 -0.467
C 1.22261 0.61523 -1.24480 -0.434
H -0.02236 0.82960 3.20203 0.242
H -0.65447 -0.87597 2.65470 0.271
H 0.60118 -0.54400 -2.91244 0.256
H 1.03155 -1.60325 -1.40886 0.337
H 2.01740 0.49039 -0.48028 0.271
H 1.07932 1.46057 -1.95069 0.261
```

Properties
E   -376.14345 Eh
E_LUMO   0.036 Ha
E_HOMO   -9.225 eV
Molar mass   112.14 g mol⁻¹
Frontier orbital gap   10.20 eV
SMILES   [H]/N=C(/C(N)=N\[H])N1CC1
ΔE to the lowest compared entry with this formula, charge and spin   65.9 kcal/mol

Entry 3:
Formula: C4H8NS
Source: OMol25
Level of theory: the ωB97M-V functional and the def2-TZVPD basis

Geometry as XYZ:
```
14
Properties=species:S:1:pos:R:3:mulliken_charge:R:1
C -0.46894 -0.77099 0.33282 -0.065
C -1.69265 -1.20309 -0.43051 -0.469
C 0.17915 0.41419 -1.52839 -0.420
C 1.59067 1.07390 1.66596 -0.265
N 0.39783 -0.08759 -0.25890 -0.272
S -1.45773 -0.26406 -2.06581 -0.066
H -0.32390 -1.00269 1.43127 0.355
H -2.57866 -0.91962 0.19313 0.340
H -1.57865 -2.33121 -0.65390 0.328
H 0.18746 1.49666 -1.40532 0.302
H 0.99147 0.17392 -2.36711 0.311
H 2.03070 1.58421 0.78821 0.258
H 0.57284 1.35822 1.95633 0.352
H 2.15041 0.47814 2.34222 0.312
```

Properties
E   -609.73927 Eh
Net charge   +1
E_LUMO (alpha / beta)   -0.271 / -0.271 Ha
E_HOMO (alpha / beta)   -12.811 / -12.811 eV
Molar mass   102.18 g mol⁻¹
Frontier orbital gap (alpha / beta)   5.43 / 5.43 eV
ΔE to the lowest compared entry with this formula, charge and spin   82.0 kcal/mol